Entry 1:
Here is 13 unconnected molecules or ions with the total composition H26O13 from the Open Molecules 2025 dataset. Energies are from wB97M-V/def2-TZVPD.

Each line ends with the Löwdin charge.
Positions of all 39 atoms, in Å:
1 H 0.31 0.72 -0.50  -0.0246
2 H -0.91 0.05 0.12  0.0294
3 H -0.18 1.75 -3.57  -0.0066
4 H -0.62 0.56 -4.41  0.0388
5 H 1.56 -3.64 2.74  0.0164
6 H 1.07 -3.49 1.31  0.0325
7 H -3.01 3.15 -2.33  0.0273
8 H -3.71 4.30 -1.62  0.0356
9 H -2.84 -4.36 -2.91  0.0381
10 H -2.29 -3.72 -1.64  0.0186
11 H 0.52 3.09 -2.56  0.0084
12 H -0.21 4.29 -3.15  0.0560
13 H 3.63 -1.60 4.01  0.0391
14 H 2.26 -1.78 3.40  0.0102
15 H 2.09 -2.45 -1.78  0.0297
16 H 0.87 -2.99 -2.49  0.0223
17 H -0.99 -3.36 3.01  0.0148
18 H -2.29 -2.87 3.61  0.0155
19 H 3.06 2.02 -0.02  0.0072
20 H 4.48 2.58 0.02  0.0481
21 H -2.72 -1.82 0.92  0.0312
22 H -3.66 -1.85 2.11  0.0421
23 H 0.39 2.50 -0.09  0.0884
24 H 1.58 1.85 -0.77  0.0494
25 H 0.84 3.08 2.67  0.0230
26 H -0.24 3.88 3.39  0.0333
27 O 0.04 0.15 0.23  -0.0616
28 O 0.16 0.97 -4.03  -0.0501
29 O 1.54 -4.10 1.89  -0.0433
30 O -3.04 4.12 -2.28  -0.0629
31 O -2.67 -4.54 -1.98  -0.0564
32 O -0.18 3.73 -2.36  -0.0825
33 O 3.02 -1.20 3.38  -0.0494
34 O 1.81 -2.83 -2.61  -0.0544
35 O -1.34 -2.88 3.76  -0.0592
36 O 3.59 2.75 0.34  -0.0409
37 O -2.90 -1.38 1.75  -0.0466
38 O 0.76 2.31 -0.96  -0.0616
39 O 0.22 3.03 3.41  -0.0553

The energy relative to the best compared isomer or geometry (same formula, charge and spin) comes out at 102.9 kcal/mol. Its molecular weight is 234.195 g/mol. As for the highest occupied orbital energy: -11.18 eV. The spin multiplicity is 1. Its largest force on an atom is 2.0 eV/A. The calculation puts the frontier orbital gap at 10.6 eV.



Entry 2:
Here is a molecular structure, C34H45BN6STe4W from the Open Molecules 2025 dataset. Energies are from wB97M-V/def2-TZVPD.

Each line ends with the Löwdin charge.
Positions of all 92 atoms, in Å:
1 W 0.28 1.93 -1.09  0.6337
2 C -1.37 3.91 2.49  0.0062
3 C -1.24 3.04 1.29  -0.2872
4 N -0.16 2.79 0.70  -0.1889
5 N 1.04 3.26 1.13  0.0349
6 C 1.73 3.21 0.02  -0.5172
7 N 3.04 3.43 0.13  0.1036
8 S 2.04 1.72 -2.51  0.1470
9 C -2.41 2.51 0.54  -0.2834
10 C -3.69 2.65 1.00  0.0045
11 C -4.75 2.23 0.20  -0.0250
12 C -4.46 1.70 -1.03  -0.0277
13 C -3.12 1.59 -1.41  -0.2141
14 N -2.13 1.97 -0.64  -0.0143
15 H -0.39 4.15 2.88  0.0752
16 H -1.97 3.43 3.26  0.0762
17 H -1.87 4.84 2.17  0.0950
18 H 3.37 3.79 1.02  0.1074
19 H 3.57 3.67 -0.69  0.0863
20 H -3.85 3.09 1.98  0.1237
21 H -5.77 2.33 0.54  0.1203
22 H -5.24 1.39 -1.71  0.1197
23 H -2.86 1.19 -2.37  -0.0050
24 Te -0.64 1.48 -3.56  0.6066
25 Te 0.76 5.59 -4.70  0.0057
26 Te -1.91 5.49 -1.55  0.0426
27 Te 0.05 4.04 -2.64  -0.1359
28 C 4.57 -2.52 -0.45  -0.0522
29 C 4.13 -1.12 -0.93  -0.3435
30 C 3.64 -0.31 0.28  -0.0655
31 C 3.22 -1.27 -2.15  -0.1685
32 C 3.88 -1.31 -3.39  -0.0547
33 C 3.21 -1.57 -4.56  -0.0631
34 C 1.86 -1.88 -4.52  -0.0306
35 C 1.16 -1.86 -3.32  -0.1543
36 C -0.26 -2.41 -3.28  -0.3735
37 C -1.09 -2.13 -4.54  -0.0910
38 C -0.21 -3.93 -3.06  -0.0440
39 C 1.83 -1.48 -2.15  -0.1781
40 N 1.10 -1.34 -0.93  0.0256
41 B 0.40 -0.21 -0.30  -0.5239
42 N -0.04 -0.81 0.96  0.0147
43 C 0.36 -2.14 1.03  -0.0808
44 C 1.04 -2.45 -0.09  -0.0810
45 C -0.84 -0.30 2.03  -0.1216
46 C -0.21 0.39 3.08  -0.1246
47 C -0.99 0.90 4.11  -0.0424
48 C -2.37 0.74 4.09  -0.0780
49 C -2.97 -0.01 3.10  -0.0486
50 C -2.22 -0.59 2.07  -0.0986
51 C -2.86 -1.66 1.17  -0.3221
52 C -2.62 -1.52 -0.34  -0.0375
53 C -4.36 -1.83 1.42  -0.0824
54 C 1.31 0.42 3.19  -0.3587
55 C 1.78 -0.82 3.98  -0.0450
56 C 1.87 1.67 3.88  -0.0739
57 H 5.33 -2.43 0.33  0.0812
58 H 4.98 -3.10 -1.27  0.0816
59 H 3.72 -3.06 -0.04  0.0638
60 H 5.02 -0.62 -1.30  0.1247
61 H 2.89 -0.86 0.86  0.0591
62 H 3.22 0.65 -0.01  0.0321
63 H 4.49 -0.12 0.93  0.0901
64 H 4.95 -1.11 -3.41  0.1164
65 H 3.74 -1.54 -5.51  0.1072
66 H 1.34 -2.14 -5.44  0.1094
67 H -0.77 -1.96 -2.43  0.0963
68 H -0.72 -2.70 -5.40  0.0764
69 H -1.10 -1.08 -4.81  0.0011
70 H -2.12 -2.44 -4.36  0.0823
71 H 0.28 -4.41 -3.91  0.0872
72 H -1.22 -4.34 -2.97  0.0819
73 H 0.34 -4.19 -2.16  0.0625
74 H 0.13 -2.76 1.88  0.1295
75 H 1.50 -3.39 -0.36  0.1198
76 H -0.52 1.42 4.94  0.1121
77 H -2.98 1.17 4.89  0.1073
78 H -4.04 -0.17 3.14  0.0973
79 H -2.39 -2.60 1.47  0.1367
80 H -3.33 -2.16 -0.88  0.0900
81 H -1.62 -1.84 -0.62  0.0427
82 H -2.76 -0.50 -0.67  0.0520
83 H -4.91 -0.92 1.15  0.0789
84 H -4.59 -2.07 2.46  0.0780
85 H -4.74 -2.65 0.81  0.0794
86 H 1.73 0.35 2.19  0.0993
87 H 1.36 -0.81 4.99  0.0864
88 H 2.87 -0.83 4.06  0.0828
89 H 1.46 -1.75 3.49  0.0624
90 H 1.60 1.70 4.94  0.0737
91 H 1.51 2.58 3.40  0.0453
92 H 2.96 1.65 3.82  0.0814

Its molecular weight is 1274.895 g/mol. As for the highest occupied orbital energy (spin up / spin down): -6.87 / -6.87 eV. The spin multiplicity is 3. Its largest force on an atom is 4.3 eV/A. The calculation puts the frontier orbital gap (spin up / spin down) at 4.9 / 5.2 eV.



Entry 3:
Here is C7H6INO in the gas phase from the Open Molecules 2025 dataset. Energies are from wB97M-V/def2-TZVPD.

Each line ends with the Löwdin charge.
Positions of all 16 atoms, in Å:
1 C -0.04 1.29 -0.23  -0.0518
2 C 0.19 0.19 -1.00  -0.0530
3 C -0.77 -1.33 0.78  -0.0930
4 C 0.25 1.81 2.25  -0.0962
5 C -0.28 1.05 1.22  -0.2331
6 C -0.84 -0.21 1.49  0.0422
7 C 0.01 -1.27 -0.52  -0.1849
8 N -0.52 0.60 4.09  -0.4385
9 O -0.06 1.76 3.54  -0.2519
10 I -1.80 0.87 5.68  0.7201
11 H -0.01 2.26 -0.63  0.0830
12 H 0.53 0.23 -2.12  0.1345
13 H -1.41 -2.23 0.70  0.1111
14 H 0.75 2.80 2.14  0.1421
15 H -0.61 -1.68 -1.24  0.0830
16 H 0.91 -1.78 -0.61  0.0863

The energy relative to the best compared isomer or geometry (same formula, charge and spin) comes out at 88.0 kcal/mol. Its molecular weight is 247.035 g/mol. As for the highest occupied orbital energy (spin up / spin down): -7.44 / -8.20 eV. The spin multiplicity is 3. Its largest force on an atom is 3.7 eV/A. The calculation puts the frontier orbital gap (spin up / spin down) at 7.1 / 6.8 eV.



Entry 4:
Here is 2 unconnected molecules or ions with the total composition C4H5ClN2 from the Open Molecules 2025 dataset. Energies are from wB97M-V/def2-TZVPD.

Each line ends with the Löwdin charge.
Positions of all 12 atoms, in Å:
1 C 1.12 -0.77 -1.02  0.0025
2 C 1.20 -1.42 0.19  -0.0614
3 C 0.53 0.44 -0.72  -0.0285
4 C 0.36 -0.77 1.04  0.1324
5 N 0.17 0.50 0.56  -0.1746
6 N -0.84 1.33 0.96  0.0519
7 Cl -2.95 0.29 -0.45  -0.2443
8 H 1.53 -0.94 -1.98  0.1116
9 H 1.60 -2.32 0.56  0.0974
10 H 0.21 1.29 -1.33  0.1494
11 H -1.68 1.40 0.36  -0.1396
12 H -1.25 0.96 1.83  0.1033

The energy relative to the best compared isomer or geometry (same formula, charge and spin) comes out at 165.2 kcal/mol. Its molecular weight is 116.551 g/mol. As for the highest occupied orbital energy (spin up / spin down): -8.66 / -8.37 eV. The spin multiplicity is 1. Its largest force on an atom is 2.8 eV/A. The calculation puts the frontier orbital gap (spin up / spin down) at 5.0 / 4.5 eV.



Entry 5:
Here is C2N2O4 in the gas phase from the Open Molecules 2025 dataset. Energies are from wB97M-V/def2-TZVPD.

Each line ends with the Löwdin charge.
Positions of all 8 atoms, in Å:
1 C -1.77 -0.90 -0.33  -0.0863
2 C -0.65 -0.05 -0.54  -0.3619
3 N -2.65 -1.63 -0.24  0.2299
4 N 1.48 0.57 0.63  -0.4145
5 O 1.32 1.62 0.19  0.1907
6 O -0.37 0.64 -1.46  0.1969
7 O 2.36 0.05 1.16  0.1942
8 O 0.28 -0.31 0.60  0.0510

The energy relative to the best compared isomer or geometry (same formula, charge and spin) comes out at 66.8 kcal/mol. Its molecular weight is 116.032 g/mol. As for the highest occupied orbital energy: -12.60 eV. The spin multiplicity is 1. Its largest force on an atom is 4.0 eV/A. The calculation puts the frontier orbital gap at 11.4 eV.



Entry 6:
Here is 4 unconnected molecules or ions with the total composition C6H16O8S from the Open Molecules 2025 dataset. Energies are from wB97M-V/def2-TZVPD.

Each line ends with the Löwdin charge.
Positions of all 31 atoms, in Å:
1 O -3.01 -0.88 -0.94  -0.3288
2 S -3.72 0.26 -0.26  0.6923
3 O -3.99 1.45 -1.04  -0.2903
4 O -5.12 -0.46 0.27  -0.2779
5 C -6.22 0.34 0.75  -0.2272
6 C -5.85 1.01 2.13  -0.0788
7 C -2.88 0.66 1.30  -0.1184
8 H -7.09 -0.31 0.84  0.1206
9 H -6.50 1.15 0.08  0.1092
10 H -5.52 0.24 2.83  0.0729
11 H -6.72 1.52 2.53  0.0756
12 H -5.03 1.72 2.22  0.0520
13 H -3.31 -0.02 2.04  0.0642
14 H -3.07 1.71 1.54  0.0603
15 H -1.79 0.58 1.21  0.0743
16 O 1.85 1.67 -1.66  -0.0479
17 H 1.67 0.80 -1.29  0.0197
18 H 2.76 1.62 -1.94  0.0182
19 O 5.92 2.21 -2.62  -0.0499
20 H 6.20 1.59 -3.29  0.0251
21 H 6.22 3.06 -2.92  0.0317
22 C 5.32 -2.40 -0.56  -0.0963
23 C 3.81 -2.43 -0.75  -0.0703
24 O 3.41 -1.33 0.13  0.0840
25 C 4.36 -0.99 0.93  -0.6433
26 O 4.28 -0.13 1.81  0.1069
27 O 5.45 -1.63 0.66  0.0922
28 H 5.78 -1.91 -1.43  0.1295
29 H 5.61 -3.44 -0.44  0.1322
30 H 3.43 -3.34 -0.28  0.1342
31 H 3.73 -2.31 -1.83  0.1339

Its molecular weight is 248.253 g/mol. As for the highest occupied orbital energy: -10.59 eV. The spin multiplicity is 1. Its largest force on an atom is 5.6 eV/A. The calculation puts the frontier orbital gap at 10.8 eV.



| no. | calculated total energy (hartree) |
| --- | --- |
| 1 | -993.6093 |
| 2 | -3213.3157 |
| 3 | -697.7303 |
| 4 | -724.8723 |
| 5 | -486.5089 |
| 6 | -1238.2571 |